Below is a molecular structure, C18H20Br4Cl2N2O3SSiZr, with properties calculated with ωB97M-V with the def2-TZVPD basis set.

```
52
C18H20Br4Cl2N2O3SSiZr, DFT ωB97M-V with the def2-TZVPD basis set
Zr -0.25390 0.08186 -0.19891
Cl 2.72614 1.01170 0.66709
C 2.12482 2.66841 0.49082
Cl 0.98585 2.74471 -0.87256
H 2.95984 3.32570 0.28159
H 1.58019 2.92063 1.39454
C -2.55294 -1.27359 -5.13759
Si -1.00078 -2.31238 -5.21771
C -1.33046 -4.06399 -4.64396
C -0.36034 -2.36969 -6.98043
C 0.32865 -1.46304 -4.17357
C 1.49367 -0.98507 -4.74462
C 2.43705 -0.26056 -4.00648
C 2.13822 0.03797 -2.70238
N 1.01378 -0.40388 -2.11482
C 0.15928 -1.20100 -2.79457
S -1.12860 -1.85338 -1.82864
H -3.39989 -1.79740 -5.58471
H -2.41736 -0.33136 -5.67256
H -2.80642 -1.04362 -4.10163
H -1.89694 -4.59008 -5.41670
H -1.90464 -4.08521 -3.71895
H -0.40241 -4.61399 -4.47717
H -1.10062 -2.85675 -7.61853
H 0.56528 -2.94351 -7.05971
H -0.18274 -1.37473 -7.39297
H 1.69548 -1.17116 -5.79322
H 3.35733 0.08894 -4.45114
H 2.78823 0.64853 -2.09086
Br -1.69263 -2.32460 6.22386
C -1.22636 -1.18409 4.79803
C -0.60280 0.03377 5.04293
Br -0.21387 0.58079 6.80283
C -0.24777 0.86309 3.97025
Br 0.65364 2.50472 4.20253
C -0.54359 0.48815 2.67448
O -0.21766 1.17153 1.58261
C -1.17695 -0.74635 2.42482
O -1.34987 -1.04648 1.14218
C -1.50179 -1.57762 3.48038
Br -2.26939 -3.24608 3.05388
C 1.20488 -4.31174 1.25674
C 1.25381 -2.91238 0.87859
N 1.24566 -1.79841 0.61706
H 0.93203 -4.90444 0.38532
H 0.44402 -4.42526 2.02914
H 2.17502 -4.62763 1.63461
C -3.01812 1.20338 -0.56355
O -1.67181 1.14962 -0.99214
H -3.59897 1.82245 -1.24970
H -3.06830 1.63322 0.44137
H -3.44788 0.19807 -0.54033
```

Computed properties:
Kohn-Sham gap = 0.291 Eh
2S+1 = 1
E_HOMO = -7.75 eV
molecular weight = 854.3 u
LUMO = 0.177 eV